1.
This record from OMol25 describes 2 unconnected molecules or ions with the total composition CH3FOS. The level of theory is ωB97M-V/def2-TZVPD.

Element x y z (Å)
C -0.729 -0.370 -1.749
O -1.481 0.419 -1.361
F 2.197 0.844 2.423
S 0.524 0.946 2.266
H -1.114 -1.091 -2.495
H 0.283 -0.376 -1.344
H 0.320 -0.370 2.260

Forces on the atoms, in the same order (eV/Å):
1.393 -2.421 -1.309
-2.868 3.323 1.678
3.070 -0.518 0.267
-3.433 0.915 -0.310
0.799 -0.404 -0.123
0.697 -0.503 -0.242
0.343 -0.392 0.040

Its spin multiplicity is 3. As for the calculated total energy: -16680.952 eV. The value obtained for the HOMO-LUMO gap (alpha / beta) is 7.945 / 7.688 eV. Its LUMO energy (alpha / beta) is 0.71 / -2.59 eV.

For reference, the Mulliken charges in units of e are: -0.13, -0.32, -0.24, 0.04, 0.24, 0.22, 0.19

2.
This record from OMol25 describes 2 unconnected molecules or ions with the total composition CH3FS2. The level of theory is ωB97M-V/def2-TZVPD.

Element x y z (Å)
C 0.164 -0.227 -0.003
F 4.724 0.214 0.966
S 1.518 -1.400 -0.068
S 4.334 0.348 -0.615
H -0.454 -0.342 -0.891
H 0.570 0.779 0.038
H -0.421 -0.424 0.893

Forces on the atoms, in the same order (eV/Å):
0.101 -0.356 -0.358
-0.063 0.166 -0.886
1.609 0.922 -0.283
-1.654 -1.147 1.288
-0.028 0.164 0.022
-0.013 0.143 0.102
0.047 0.108 0.114

As for the calculated total energy: -25469.454 eV. The value obtained for the HOMO-LUMO gap (alpha / beta) is 5.663 / 5.631 eV. Its LUMO energy (alpha / beta) is -3.54 / -3.54 eV.

For reference, the Mulliken charges in units of e are: -0.61, -0.17, -0.08, 0.09, 0.27, 0.24, 0.26

3.
This record from OMol25 describes a molecular structure, CH3I2N. The level of theory is ωB97M-V/def2-TZVPD.

Element x y z (Å)
C 0.889 0.866 0.208
N -0.503 -1.617 0.265
I -0.767 2.017 -0.054
I -2.361 -1.072 -0.006
H 1.489 0.379 -0.674
H 1.591 1.390 0.945
H -0.338 -1.964 -0.684

Forces on the atoms, in the same order (eV/Å):
2.771 0.206 -0.639
0.352 -0.150 -0.058
0.215 0.382 -0.304
-1.101 -0.146 0.213
-1.729 1.015 1.603
-1.169 -1.244 -0.817
0.660 -0.063 0.002

As for the calculated total energy: -18772.219 eV. The value obtained for the HOMO-LUMO gap (alpha / beta) is 8.296 / 7.301 eV. Its LUMO energy (alpha / beta) is -0.51 / -1.11 eV.

For reference, the Mulliken charges in units of e are: -0.64, -0.51, 0.14, 0.20, 0.27, 0.26, 0.27

4.
This record from OMol25 describes a molecular structure, CH3I2NS. The level of theory is ωB97M-V/def2-TZVPD.

Element x y z (Å)
C -0.302 0.798 -0.545
N -0.332 0.638 0.872
S -0.586 -2.244 1.381
I 0.730 -2.830 -0.399
I 1.191 1.285 1.891
H 0.354 1.539 -0.928
H -1.259 0.754 -1.012
H 0.205 0.060 -1.260

Forces on the atoms, in the same order (eV/Å):
1.104 -1.585 -0.434
-1.538 -1.487 -1.123
0.085 1.582 -0.124
0.169 0.080 -0.327
0.947 0.091 0.258
0.257 1.758 0.131
-1.091 0.491 0.236
0.067 -0.931 1.383

As for the calculated total energy: -29607.839 eV. The value obtained for the HOMO-LUMO gap (alpha / beta) is 5.350 / 5.348 eV. Its LUMO energy (alpha / beta) is -2.82 / -2.83 eV.

For reference, the Mulliken charges in units of e are: -0.68, -0.31, -0.25, 0.16, 0.23, 0.33, 0.35, 0.17

5.
This record from OMol25 describes CH3I2NS2 in the gas phase. The level of theory is ωB97M-V/def2-TZVPD.

Element x y z (Å)
C 1.295 -0.610 -0.138
N -0.035 -0.877 -0.392
S -2.136 0.304 3.123
S -1.249 -0.184 -0.947
I -2.269 1.592 1.251
I -0.682 1.530 -2.627
H 1.837 -1.548 -0.443
H 1.644 0.191 -0.793
H 1.594 -0.397 0.965

Forces on the atoms, in the same order (eV/Å):
2.550 -0.488 0.748
-2.598 -0.103 0.114
0.132 -0.279 0.052
0.592 -0.108 0.940
0.171 0.028 -0.853
0.007 0.097 0.190
-0.133 0.872 0.431
0.217 0.254 0.117
-0.938 -0.273 -1.739

As for the calculated total energy: -40444.538 eV. The value obtained for the HOMO-LUMO gap (alpha / beta) is 5.195 / 5.180 eV. Its LUMO energy (alpha / beta) is -2.57 / -2.57 eV.

For reference, the Mulliken charges in units of e are: -0.54, -0.08, -0.47, 0.06, 0.28, 0.01, 0.25, 0.25, 0.25

6.
This record from OMol25 describes a molecular structure, CH3I2NS2. The level of theory is ωB97M-V/def2-TZVPD.

Element x y z (Å)
C 1.190 0.074 0.161
N 0.308 -0.077 -0.912
S -0.939 -2.378 0.295
S -1.002 0.771 -1.061
I -2.995 -1.339 0.127
I -1.025 2.786 0.215
H 0.919 0.767 0.943
H 1.356 -0.979 0.449
H 2.188 0.375 -0.217

Forces on the atoms, in the same order (eV/Å):
2.534 -1.307 0.055
-2.017 0.611 -0.592
-0.357 0.049 -0.114
0.361 0.004 -1.241
0.055 -0.405 0.269
0.024 0.215 0.360
-0.360 -0.089 0.401
0.153 0.741 0.879
-0.393 0.181 -0.017

As for the calculated total energy: -40444.996 eV. The value obtained for the HOMO-LUMO gap (alpha / beta) is 7.393 / 5.840 eV. Its LUMO energy (alpha / beta) is -1.24 / -2.25 eV.

For reference, the Mulliken charges in units of e are: -0.63, -0.18, -0.25, 0.03, 0.19, 0.05, 0.29, 0.24, 0.26

7.
This record from OMol25 describes CH3I2O2P in the gas phase. The level of theory is ωB97M-V/def2-TZVPD.

Element x y z (Å)
C 1.280 -0.347 0.322
O 0.378 0.377 -0.495
P -1.154 0.353 -0.218
O -1.443 0.182 1.410
I -1.650 -1.727 -1.236
I -1.918 2.343 -1.378
H 1.112 0.034 1.329
H 2.161 0.192 0.018
H 1.233 -1.408 0.247

Forces on the atoms, in the same order (eV/Å):
0.581 2.504 1.173
-0.493 0.723 -1.385
-1.258 -0.948 7.461
0.721 1.170 -6.876
-0.688 -0.329 -0.517
0.088 -0.680 0.280
-0.118 -0.722 0.310
1.134 -1.022 -0.087
0.032 -0.695 -0.359

As for the calculated total energy: -30671.416 eV. The value obtained for the HOMO-LUMO gap is 8.510 eV. Its LUMO energy is -1.34 eV. Its SMILES is COP(=O)(I)I.

For reference, the Mulliken charges in units of e are: -0.70, -0.18, 0.49, -0.62, 0.05, 0.06, 0.33, 0.25, 0.32

8.
This record from OMol25 describes a molecular structure, CH3IN2O. The level of theory is ωB97M-V/def2-TZVPD.

Element x y z (Å)
C -0.322 0.324 -1.482
N 0.037 0.166 3.439
N 0.137 0.452 2.249
O 0.668 1.333 1.686
I -0.673 -0.914 0.120
H 0.328 0.163 -2.279
H -0.886 1.285 -1.447
H -0.540 -0.713 3.462

Forces on the atoms, in the same order (eV/Å):
-2.052 1.384 1.801
-0.831 -1.262 0.560
-0.120 -0.391 0.698
0.956 1.682 -0.547
-0.298 -0.501 -1.942
1.192 -0.720 -0.804
0.547 -1.072 0.005
0.607 0.881 0.230

As for the calculated total energy: -14208.104 eV. The value obtained for the HOMO-LUMO gap (alpha / beta) is 8.429 / 7.432 eV. Its LUMO energy (alpha / beta) is -0.44 / -0.97 eV.

For reference, the Mulliken charges in units of e are: -0.78, -0.61, 0.72, -0.46, 0.20, 0.39, 0.30, 0.25

9.
This record from OMol25 describes CH3IN2O2 in the gas phase. The level of theory is ωB97M-V/def2-TZVPD.

Element x y z (Å)
C 1.294 0.346 0.042
N -2.290 -1.140 0.169
N -0.713 0.024 -1.161
O -1.517 -1.706 0.829
O 0.293 -0.495 -0.495
I -2.044 1.197 0.010
H 1.233 1.062 0.855
H 1.608 0.964 -0.735
H 2.136 -0.252 0.486

Forces on the atoms, in the same order (eV/Å):
2.244 -0.420 1.018
3.304 -2.386 0.959
-0.800 -0.208 -0.645
-2.404 1.817 -1.582
-0.385 -0.862 1.894
-0.073 1.400 0.615
-2.099 -0.018 0.568
1.052 0.820 -1.626
-0.841 -0.143 -1.201

As for the calculated total energy: -16254.027 eV. The value obtained for the HOMO-LUMO gap (alpha / beta) is 7.270 / 7.256 eV. Its LUMO energy (alpha / beta) is -0.94 / -0.96 eV.

For reference, the Mulliken charges in units of e are: -0.72, 0.24, -0.43, -0.13, -0.04, 0.11, 0.32, 0.39, 0.27

10.
This record from OMol25 describes a gas-phase ion, CH3IN5 (charge +1). The level of theory is ωB97M-V/def2-TZVPD.

Element x y z (Å)
N 0.566 -0.960 0.597
N 0.292 0.189 0.129
N -0.530 0.568 -0.771
C -0.260 1.890 -0.975
N 0.680 2.309 -0.202
N 0.936 1.311 0.609
I 2.554 1.224 1.880
H 0.121 -1.868 0.414
H 1.254 -0.897 1.255
H -0.565 2.428 -1.869

Forces on the atoms, in the same order (eV/Å):
-1.155 -3.407 -0.278
-1.127 4.670 -1.016
-0.223 -1.212 -0.740
0.097 -0.744 -1.209
0.339 1.049 1.109
0.958 -1.289 0.027
-0.236 0.278 -0.211
-0.273 1.207 -0.358
2.115 -0.459 2.111
-0.494 -0.093 0.565

As for the calculated total energy: -16625.412 eV. The value obtained for the HOMO-LUMO gap is 8.794 eV. Its LUMO energy is -5.98 eV. Its SMILES is Nn1ncn[n+]1I. As for the charge: +1.

For reference, the Mulliken charges in units of e are: -0.57, 1.46, -0.69, 0.05, -0.36, -0.19, 0.49, 0.29, 0.12, 0.39

11.
This record from OMol25 describes a gas-phase ion, CH3IN5 (charge +1). The level of theory is ωB97M-V/def2-TZVPD.

Element x y z (Å)
C 0.807 1.646 -0.057
N 1.102 0.315 -0.028
N -0.325 2.193 -0.010
N -0.007 -0.394 0.056
N -1.092 0.159 0.352
N 0.212 -1.609 0.064
I -2.921 -0.486 -0.020
H 1.675 2.378 -0.322
H -0.628 -2.331 -0.092
H 1.177 -1.871 0.057

Forces on the atoms, in the same order (eV/Å):
1.131 0.297 -0.925
0.875 1.079 -0.338
-0.926 -2.123 0.660
0.517 4.109 1.195
-0.177 3.772 -0.826
-2.518 -7.525 -0.752
-0.559 -0.490 -0.043
-1.348 -1.079 0.693
2.557 2.276 0.622
0.448 -0.316 -0.285

As for the calculated total energy: -16622.386 eV. The value obtained for the HOMO-LUMO gap (alpha / beta) is 7.323 / 7.321 eV. Its LUMO energy (alpha / beta) is -6.94 / -6.94 eV. As for the charge: +1.

For reference, the Mulliken charges in units of e are: 0.27, -0.88, -0.09, 1.71, -0.90, -0.54, 0.46, 0.35, 0.33, 0.30

12.
This record from OMol25 describes a molecular structure, CH3IN5. The level of theory is ωB97M-V/def2-TZVPD.

Element x y z (Å)
C 0.684 -1.708 -0.053
N 1.107 -0.409 -0.076
N -0.540 -1.987 -0.174
N 0.089 0.375 -0.057
N -1.121 -0.175 -0.079
N 0.317 1.730 -0.134
I -2.949 0.467 -0.152
H 1.572 -2.330 0.051
H -0.384 2.227 0.376
H 1.224 1.811 0.298

Forces on the atoms, in the same order (eV/Å):
1.144 1.292 -0.346
-0.049 1.328 0.580
-2.118 2.593 0.556
-2.061 -0.968 -0.531
4.740 -3.731 -0.237
0.264 -1.312 -0.028
-1.052 0.670 -0.079
-0.721 -0.955 -0.196
-0.676 0.443 0.333
0.529 0.640 -0.053

As for the calculated total energy: -16623.665 eV. The value obtained for the HOMO-LUMO gap is 8.339 eV. Its LUMO energy is -6.10 eV. As for the charge: +1.

For reference, the Mulliken charges in units of e are: 0.15, -0.79, -0.18, 1.41, -0.72, -0.44, 0.49, 0.42, 0.31, 0.34

Record order is preserved below.
Energy relative to the best compared isomer or geometry (same formula, charge and spin): 112.6 341.3 351.3 302.4 228.9 184.7 103.9 469.2 615.9 0.0 291.9 168.6 kJ/mol